C43H49AlN2OP2S | the ωB97M-V functional and the def2-TZVPD basis

Values from the calculation:
Highest occupied orbital energy ... -13.07 eV
Relative energy (zero: lowest compared OMol25 entry of this formula, charge and spin) ... 0.0 kcal per mole
Net charge ... +2
E ... -3175.701031 Eh
Orbital gap ... 8.0 eV

Cartesian coordinates (Å):
Al  -0.081781  0.161569  0.065358
C  2.592471  3.038379  -1.188206
C  3.040878  2.086431  -0.074089
P  2.373505  0.381175  -0.241008
C  3.292984  -0.632566  0.934397
C  4.038994  -0.041994  1.952997
C  4.728687  -0.836489  2.859276
C  4.685324  -2.216414  2.745320
C  3.935994  -2.809500  1.736666
C  3.231201  -2.024432  0.842770
C  2.872158  -0.124907  -1.910370
C  4.066015  -0.812937  -2.119462
C  4.457314  -1.153732  -3.406348
C  3.671699  -0.799622  -4.493324
C  2.491571  -0.094666  -4.297155
C  2.095157  0.238349  -3.012312
C  1.235465  3.713261  -0.968081
P  -0.144493  2.680975  -0.302860
C  -1.637514  3.370714  -1.065732
C  -2.748221  3.776924  -0.327918
C  -3.879788  4.250723  -0.980207
C  -3.914784  4.312737  -2.366460
C  -2.814370  3.898072  -3.109670
C  -1.679566  3.429566  -2.462487
C  -0.145202  3.085850  1.462515
C  -0.429971  4.372397  1.922366
C  -0.367854  4.657914  3.276704
C  -0.011653  3.668404  4.185712
C  0.291588  2.391130  3.740447
C  0.225418  2.109734  2.383607
H  2.603825  2.516651  -2.143887
H  3.334530  3.832061  -1.283480
H  2.779726  2.480225  0.912082
H  4.127020  1.970580  -0.096072
H  4.095562  1.034045  2.051822
H  5.307989  -0.373673  3.646596
H  5.234453  -2.832028  3.445167
H  3.893433  -3.887307  1.652405
H  2.632266  -2.496590  0.079220
H  4.687716  -1.096737  -1.280340
H  5.381393  -1.694843  -3.558225
H  3.982601  -1.065948  -5.494542
H  1.884700  0.194993  -5.144873
H  1.178959  0.805508  -2.880293
H  0.895136  4.180298  -1.892593
H  1.333620  4.516190  -0.233589
H  -2.736468  3.715466  0.751848
H  -4.733934  4.574979  -0.400985
H  -4.794836  4.691188  -2.869064
H  -2.833677  3.952844  -4.189915
H  -0.824896  3.120333  -3.054595
H  -0.704672  5.154827  1.224523
H  -0.595815  5.656091  3.625225
H  0.035218  3.896842  5.241837
H  0.580607  1.616465  4.438118
H  0.518990  1.096939  2.088465
C  -4.177787  -2.052775  0.488460
N  -4.208487  -0.969325  -0.498710
C  -4.996216  -0.934979  -1.631335
C  -4.684704  0.195664  -2.304057
N  -3.707683  0.829712  -1.570143
C  -3.425223  0.119640  -0.468146
S  -2.332084  0.472515  0.817966
H  -4.964326  -2.757890  0.236836
H  -4.354268  -1.646943  1.480974
H  -3.206214  -2.549295  0.459786
H  -5.704182  -1.713399  -1.852817
H  -5.066666  0.599402  -3.224004
H  -3.316684  1.743117  -1.765390
C  0.667944  -3.258285  -2.380411
C  -0.682505  -2.698652  -1.935135
C  -0.774334  -1.202161  -2.223624
C  -1.061088  -3.155676  -0.530343
C  -1.812937  -4.327679  -0.453029
C  -2.143705  -4.894035  0.762775
C  -1.720305  -4.278625  1.928473
C  -0.975487  -3.102947  1.916234
C  -0.571137  -2.505284  3.252947
C  -1.231485  -1.156888  3.551431
C  0.940806  -2.433171  3.466333
C  -0.648246  -2.549364  0.668760
O  0.132600  -1.425908  0.624393
H  0.907312  -2.947347  -3.399607
H  0.662582  -4.346757  -2.345480
H  1.466751  -2.902950  -1.732844
H  -1.443175  -3.144126  -2.583064
H  0.156716  -0.671287  -1.936936
H  -1.648053  -0.758796  -1.754420
H  -0.828380  -1.010384  -3.296658
H  -2.128960  -4.806239  -1.373398
H  -2.716141  -5.810595  0.805302
H  -1.971821  -4.720329  2.885105
H  -0.953661  -3.203648  4.000776
H  -0.647359  -0.325378  3.150533
H  -1.305833  -1.006184  4.629415
H  -2.234165  -1.087463  3.131679
H  1.410657  -1.734832  2.771177
H  1.409540  -3.407237  3.328810
H  1.153739  -2.099653  4.484049

Atoms 1-3, force components in eV/Å:
-0.24 0.28 -0.30
-0.04 -0.01 0.03
0.00 -0.01 -0.01